[1]
9
Properties=species:S:1:pos:R:3 method="wB97M-V/def2-TZVPD" energy_ev=-13706.651
C -0.51 -1.11 -0.41
N 0.32 -0.28 -0.17
N -2.96 1.59 -0.91
N -3.88 -0.32 0.10
O -1.09 -2.09 -0.41
O -4.18 0.76 0.62
O -4.13 -1.43 0.44
O -2.70 0.56 -1.29
H 0.32 0.58 -0.71

***

[2]
50
Properties=species:S:1:pos:R:3 method="wB97M-V/def2-TZVPD" energy_ev=-46760.296 smiles="[H]/N=C/Cc1cccc2c1Sc1ccccc1N2P(C)CC.c1cc[nH]c1"
C 5.98 1.41 0.90
C 4.49 1.80 0.72
P 3.47 0.27 0.56
C 3.28 0.25 -1.27
N 1.89 0.78 1.23
C 1.56 2.16 1.34
C 1.92 2.85 2.50
C 1.62 4.20 2.63
C 0.93 4.87 1.63
C 0.51 4.18 0.50
C 0.84 2.83 0.35
S 0.31 1.94 -1.07
C -0.02 0.39 -0.28
C -1.08 -0.42 -0.70
C -2.06 0.04 -1.75
C -3.19 0.87 -1.19
N -3.02 1.78 -0.33
C -1.25 -1.67 -0.12
C -0.41 -2.09 0.91
C 0.61 -1.27 1.36
C 0.82 -0.03 0.76
H 6.15 0.34 0.74
H 6.61 1.99 0.23
H 6.30 1.62 1.92
H 4.16 2.38 1.58
H 4.38 2.42 -0.17
H 2.36 -0.27 -1.56
H 3.31 1.23 -1.74
H 4.12 -0.34 -1.64
H 2.44 2.31 3.27
H 1.92 4.74 3.53
H 0.67 5.92 1.74
H -0.06 4.67 -0.28
H -1.54 0.62 -2.52
H -2.50 -0.84 -2.23
H -4.19 0.62 -1.57
H -3.90 2.21 -0.08
H -2.07 -2.29 -0.46
H -0.57 -3.06 1.37
H 1.26 -1.58 2.16
N -4.84 -3.67 -1.21
C -4.73 -4.37 -2.39
C -4.44 -5.67 -2.08
C -4.37 -5.76 -0.66
C -4.62 -4.51 -0.16
H -5.04 -2.69 -1.14
H -4.87 -3.88 -3.34
H -4.30 -6.46 -2.79
H -4.16 -6.64 -0.08
H -4.67 -4.15 0.86

***

[3]
62
Properties=species:S:1:pos:R:3 method="wB97M-V/def2-TZVPD" energy_ev=-114701.987 charge=+2
Sn -0.89 -0.92 2.56
C 3.34 0.75 1.59
C 2.44 1.78 2.17
N 3.00 2.86 2.68
C 2.21 3.77 3.25
C 0.80 3.68 3.36
C 0.06 4.80 4.06
O -0.91 5.40 3.22
C 0.17 2.57 2.83
C -1.30 2.50 2.84
N -1.94 1.41 2.65
C -3.36 1.42 2.67
C -4.09 2.16 3.60
C -5.47 2.08 3.62
C -6.14 1.27 2.72
C -5.43 0.52 1.79
C -4.05 0.60 1.79
I -2.96 -0.51 0.37
C 0.99 1.56 2.21
O 0.55 0.49 1.70
H 4.10 0.49 2.33
H 3.88 1.19 0.75
H 2.81 -0.14 1.27
H 2.71 4.65 3.64
H 0.77 5.53 4.44
H -0.47 4.39 4.93
H -0.55 6.17 2.79
H -1.82 3.45 2.98
H -3.57 2.76 4.33
H -6.03 2.65 4.35
H -7.22 1.20 2.74
H -5.95 -0.11 1.08
C -0.84 0.09 -3.86
As 0.43 -0.14 -2.41
C 2.06 0.53 -3.24
C 0.65 -2.18 -2.25
C 1.31 -2.56 -3.47
C 0.56 -2.88 -4.63
C 1.20 -3.28 -5.77
C 2.60 -3.35 -5.81
C 3.36 -3.03 -4.68
C 2.73 -2.63 -3.53
H -0.44 -0.28 -4.81
H -1.02 1.16 -3.96
H -1.78 -0.41 -3.63
H 2.19 0.15 -4.25
H 2.93 0.29 -2.63
H 1.95 1.62 -3.28
H -0.37 -2.54 -2.14
H 1.23 -2.34 -1.34
H -0.52 -2.84 -4.59
H 0.62 -3.56 -6.65
H 3.09 -3.66 -6.71
H 4.43 -3.12 -4.71
H 3.30 -2.40 -2.64
N -0.32 -2.49 1.14
C 0.12 -3.55 0.89
C 0.63 -4.76 0.53
C 0.47 -5.88 1.38
N 0.34 -6.78 2.09
C 1.36 -4.80 -0.69
N 1.98 -4.80 -1.66

***

[4]
35
Properties=species:S:1:pos:R:3 method="wB97M-V/def2-TZVPD" energy_ev=-141361.024 smiles="C/C(Cl)=C(/Cl)OC(=O)ON.ClCCl.ClCCl.ClCCl.ClCCl"
C 3.41 -2.87 -0.77
C 2.90 -1.43 -0.81
Cl 3.92 -0.21 -0.11
C 1.75 -1.12 -1.37
Cl 1.23 0.57 -1.44
O 0.90 -2.02 -1.98
C 0.30 -2.89 -1.10
O 0.61 -4.00 -1.03
O -0.72 -2.48 -0.31
N -1.16 -1.19 -0.66
H 4.43 -2.83 -0.37
H 3.41 -3.32 -1.77
H 2.80 -3.51 -0.11
H -1.64 -0.79 0.14
H -1.82 -1.26 -1.43
C -1.83 2.88 -3.00
Cl -1.39 1.40 -3.86
Cl -0.44 3.62 -2.21
H -2.24 3.58 -3.72
H -2.57 2.64 -2.25
C -3.31 -3.41 1.47
Cl -4.85 -4.11 0.96
Cl -3.43 -1.64 1.59
H -3.05 -3.81 2.44
H -2.55 -3.65 0.73
C -2.04 4.76 1.17
Cl -0.79 3.52 1.19
Cl -2.92 4.75 -0.36
H -2.74 4.56 1.98
H -1.58 5.73 1.31
C 3.06 1.80 3.25
Cl 4.28 0.52 3.22
Cl 2.15 1.85 1.74
H 2.37 1.60 4.07
H 3.55 2.75 3.40

***

[5]
10
Properties=species:S:1:pos:R:3 method="wB97M-V/def2-TZVPD" energy_ev=-6159.761 smiles="C=O.NN"
C -2.60 0.37 0.03
H 0.52 -0.18 -0.73
H 1.25 -1.55 -0.23
H 2.78 -0.16 0.92
H 2.30 1.00 -0.04
H -3.22 1.28 -0.06
H -1.50 0.54 0.05
N 1.13 -0.57 0.02
N 2.46 0.00 -0.02
O -3.12 -0.72 0.06

***

[6]
17
Properties=species:S:1:pos:R:3 method="wB97M-V/def2-TZVPD" energy_ev=-19926.605 smiles="CCC1=C[C@@H](Cl)C=C1"
C 1.88 2.52 0.85
C 1.17 1.48 1.70
C 0.25 0.58 0.92
C -0.01 0.58 -0.41
C -1.02 -0.48 -0.73
C -1.24 -1.17 0.60
C -0.52 -0.54 1.52
H 2.54 2.06 0.11
H 2.51 3.12 1.46
H 1.19 3.18 0.34
H 1.91 0.82 2.23
H 0.57 1.95 2.52
H 0.39 1.24 -1.16
H -1.92 -0.05 -1.09
H -1.89 -2.04 0.70
H -0.47 -0.81 2.57
Cl -0.47 -1.60 -2.02

***

[7]
6
Properties=species:S:1:pos:R:3 method="wB97M-V/def2-TZVPD" energy_ev=-19336.789
C 0.18 -0.34 0.13
O 0.04 0.93 0.34
F 0.91 -0.86 1.13
F -0.92 -1.08 0.20
F 0.93 -0.57 -1.00
I -1.13 1.91 -0.80

***

[8]
190
Properties=species:S:1:pos:R:3 method="wB97M-V/def2-TZVPD" energy_ev=-119052.190
C 3.26 0.68 -5.32
C 3.02 1.19 -3.91
O 3.31 0.14 -2.98
O 2.53 -0.49 -5.56
H 4.29 0.34 -5.33
H 3.10 1.46 -6.08
H 2.04 1.58 -3.88
H 3.79 1.96 -3.74
H 2.59 -0.54 -3.03
H 1.66 -0.37 -5.15
C 3.46 -2.45 0.23
C 3.82 -3.86 -0.28
O 2.66 -4.67 -0.48
O 2.90 -2.32 1.55
H 2.77 -2.01 -0.53
H 4.37 -1.84 0.24
H 4.53 -4.29 0.38
H 4.20 -3.78 -1.27
H 2.59 -5.26 0.29
H 2.13 -2.92 1.64
C 2.62 3.51 -1.22
C 2.64 4.43 -2.47
O 3.88 4.48 -3.21
O 3.29 4.11 -0.17
H 2.98 2.53 -1.40
H 1.55 3.43 -0.99
H 2.27 5.44 -2.26
H 1.91 4.09 -3.18
H 4.62 4.58 -2.59
H 4.19 3.76 -0.01
C -2.26 -3.20 0.95
C -2.63 -2.44 -0.40
O -2.77 -3.20 -1.56
O -1.90 -2.07 1.78
H -1.47 -3.95 0.74
H -3.15 -3.67 1.43
H -1.82 -1.70 -0.53
H -3.55 -1.91 -0.14
H -2.16 -3.95 -1.52
H -2.30 -2.11 2.66
C -6.01 -0.80 -3.83
C -4.59 -1.26 -4.04
O -4.46 -2.60 -3.66
O -6.37 -0.87 -2.43
H -6.65 -1.43 -4.41
H -6.11 0.22 -4.16
H -4.01 -0.59 -3.40
H -4.25 -1.04 -5.06
H -3.82 -2.69 -2.96
H -6.49 -1.76 -2.13
C -4.74 1.35 -0.01
C -3.97 0.75 -1.13
O -2.54 1.06 -1.05
O -4.27 0.91 1.23
H -5.79 1.08 -0.09
H -4.67 2.42 -0.03
H -4.42 1.19 -2.06
H -4.09 -0.35 -1.22
H -2.14 0.44 -0.46
H -4.65 0.06 1.46
C 5.63 0.41 -0.70
C 6.77 0.38 0.32
O 6.30 0.99 1.50
O 5.80 -0.50 -1.78
H 5.63 1.46 -1.02
H 4.67 0.23 -0.23
H 7.61 0.96 -0.08
H 7.05 -0.65 0.46
H 5.89 0.33 2.12
H 5.00 -0.47 -2.35
C -3.94 1.60 4.94
C -2.61 0.97 4.49
O -1.49 1.41 5.19
O -4.99 1.19 3.97
H -3.83 2.69 5.00
H -4.30 1.16 5.90
H -2.53 1.08 3.40
H -2.62 -0.13 4.60
H -1.11 2.17 4.71
H -4.59 1.44 3.13
C 6.09 5.07 2.94
C 5.15 4.16 2.30
O 5.56 3.70 1.04
O 7.18 4.34 3.50
H 5.53 5.44 3.81
H 6.44 5.94 2.36
H 4.17 4.64 2.22
H 5.00 3.36 3.05
H 5.74 2.76 1.17
H 7.90 4.99 3.63
C -7.05 -2.02 3.28
C -5.54 -2.18 3.14
O -5.18 -1.86 1.80
O -7.62 -2.87 2.25
H -7.36 -0.99 3.17
H -7.37 -2.36 4.26
H -5.22 -3.21 3.47
H -5.00 -1.50 3.77
H -5.62 -2.47 1.18
H -8.53 -2.64 2.08
C 1.07 0.62 -0.42
C 0.26 -0.44 0.41
O -0.91 0.20 0.77
O 0.39 1.06 -1.60
H 1.96 0.10 -0.85
H 1.46 1.41 0.24
H 0.84 -0.81 1.27
H 0.16 -1.25 -0.28
H -1.47 -0.38 1.32
H -0.38 1.56 -1.42
C -1.48 3.62 -3.51
C -1.59 2.22 -4.15
O -2.82 2.01 -4.73
O -2.57 3.86 -2.63
H -1.48 4.36 -4.33
H -0.49 3.72 -3.04
H -1.43 1.53 -3.31
H -0.77 2.04 -4.84
H -3.48 2.52 -4.22
H -2.32 3.58 -1.76
C 0.38 -3.25 -3.24
C -0.15 -1.89 -3.59
O 0.77 -0.85 -3.36
O 0.46 -3.50 -1.84
H 1.35 -3.39 -3.67
H -0.26 -4.01 -3.74
H -1.06 -1.72 -3.00
H -0.48 -1.92 -4.63
H 0.52 -0.20 -2.68
H 1.28 -3.94 -1.51
C 1.72 -4.87 3.53
C 2.86 -5.55 2.89
O 2.43 -6.41 1.86
O 0.85 -4.23 2.53
H 2.17 -3.99 3.98
H 1.10 -5.44 4.21
H 3.48 -6.06 3.64
H 3.53 -4.84 2.44
H 3.04 -7.13 1.72
H 0.51 -4.95 1.98
C -1.15 4.21 0.73
C 0.01 4.01 1.71
O -0.13 2.76 2.54
O -1.22 3.12 -0.14
H -1.08 5.10 0.06
H -2.10 4.28 1.26
H 0.19 4.78 2.41
H 0.96 3.95 1.20
H -0.29 2.09 1.86
H -1.62 2.33 0.22
C -5.38 5.72 -1.21
C -6.13 4.99 -2.26
O -7.41 4.69 -1.75
O -5.87 7.03 -0.95
H -4.35 5.85 -1.54
H -5.37 5.11 -0.29
H -5.63 4.04 -2.49
H -6.19 5.59 -3.16
H -8.08 4.66 -2.46
H -6.71 6.93 -0.46
C 3.36 0.64 3.09
C 2.46 0.65 4.35
O 1.89 1.95 4.44
O 4.32 -0.39 3.02
H 3.96 1.54 3.23
H 2.79 0.78 2.15
H 3.12 0.60 5.22
H 1.66 -0.08 4.36
H 0.92 1.96 4.27
H 3.94 -1.21 2.64
C 4.94 -3.25 -5.61
C 4.89 -3.23 -4.09
O 3.59 -2.72 -3.62
O 4.37 -4.43 -6.21
H 5.96 -3.16 -5.95
H 4.42 -2.42 -6.02
H 5.70 -2.64 -3.65
H 4.96 -4.27 -3.77
H 3.46 -1.90 -4.08
H 3.42 -4.45 -5.99
C -1.18 -3.05 5.08
C -0.87 -4.37 5.67
O -2.04 -4.80 6.44
O -2.35 -3.06 4.35
H -0.37 -2.74 4.39
H -1.16 -2.34 5.93
H 0.03 -4.37 6.29
H -0.74 -5.15 4.93
H -1.77 -5.19 7.30
H -3.08 -3.39 4.86

***

[9]
18
Properties=species:S:1:pos:R:3 method="wB97M-V/def2-TZVPD" energy_ev=-20170.557
C 0.79 0.17 3.71
C -1.29 -0.07 -1.65
C -0.67 -0.16 -0.23
C -0.09 0.37 -2.52
N 0.76 0.12 -0.39
N 0.92 0.86 -1.59
O 0.66 -2.29 3.06
S 1.36 -1.03 2.77
H 0.01 0.03 4.43
H 1.23 1.14 3.58
H -1.69 -1.02 -1.98
H -2.09 0.67 -1.68
H -1.09 0.61 0.43
H -0.83 -1.13 0.23
H 0.33 -0.49 -3.04
H -0.34 1.14 -3.25
H 1.27 -0.76 -0.52
H 0.75 1.84 -1.36